No. 1
{"formula": "C24H44BClF7N4O6P", "method": "wB97M-V/def2-TZVPD", "elements": ["C", "N", "C", "B", "O", "O", "C", "O", "N", "P", "O", "Cl", "C", "F", "F", "C", "F", "F", "C", "F", "F", "F", "H", "H", "H", "H", "H", "H", "H", "H", "C", "C", "C", "C", "C", "C", "N", "O", "C", "C", "C", "H", "H", "H", "H", "H", "H", "H", "H", "H", "H", "H", "H", "H", "H", "H", "H", "H", "H", "C", "C", "C", "C", "C", "C", "N", "O", "C", "C", "C", "H", "H", "H", "H", "H", "H", "H", "H", "H", "H", "H", "H", "H", "H", "H", "H", "H", "H"], "positions_angstrom": [[2.6715, -1.0127, 4.4021], [3.9093, -0.6525, 3.6146], [3.4403, -0.5949, 2.1860], [4.9510, -1.7221, 3.7810], [6.0971, -1.8520, 2.9174], [4.7726, -2.6151, 4.9107], [4.7250, -3.9817, 4.4781], [3.6033, -4.4635, 4.3103], [6.0182, -4.6460, 4.3497], [6.4683, -5.2103, 6.0106], [7.1335, -3.8617, 6.8542], [4.6826, -5.6515, 7.1036], [5.9807, -5.8628, 3.5229], [5.1126, -6.8774, 4.0297], [7.2825, -6.4443, 3.6722], [5.8229, -5.6197, 1.9546], [6.6224, -4.5010, 1.6018], [6.3868, -6.7283, 1.2982], [4.3595, -5.3122, 1.4195], [3.3492, -6.1111, 1.9312], [3.9962, -3.9477, 1.5043], [4.3863, -5.5768, 0.0232], [2.8478, -1.0409, 5.5234], [1.9119, -0.1693, 4.2072], [2.1809, -1.9768, 4.0387], [2.5050, -1.2318, 2.0124], [3.1627, 0.4841, 1.9336], [4.2370, -0.9383, 1.4412], [6.6686, -1.0567, 3.0236], [6.3332, -3.4206, 7.2379], [2.0456, 2.3067, -4.0448], [1.8371, 1.6907, -2.6301], [0.3454, 1.3462, -2.4051], [-0.5336, 2.5648, -2.1539], [0.0298, 3.4003, -1.0098], [1.5022, 3.7975, -1.2375], [2.3690, 2.6266, -1.5921], [2.5648, 1.9111, -0.4606], [1.5566, 4.8724, -2.3483], [2.0227, 4.5428, 0.0143], [2.6132, 0.3525, -2.6880], [2.7138, 1.6997, -4.6611], [1.1057, 2.4100, -4.5924], [2.5300, 3.2825, -4.0182], [0.2471, 0.6727, -1.5456], [-0.0455, 0.7928, -3.2648], [-0.6207, 3.1642, -3.0654], [-1.5480, 2.2397, -1.9046], [-0.5864, 4.2972, -0.8843], [-0.0698, 2.8330, -0.0771], [2.5910, 5.1140, -2.6097], [1.0809, 5.7990, -2.0146], [1.0289, 4.5839, -3.2582], [1.9300, 3.9504, 0.9270], [1.4520, 5.4598, 0.1852], [3.0737, 4.8256, -0.1031], [3.6863, 0.5210, -2.8270], [2.2649, -0.2538, -3.5326], [2.4754, -0.2627, -1.7956], [-7.2476, -0.6961, -2.8109], [-5.9481, -0.4516, -1.9886], [-6.2172, -0.6576, -0.4788], [-7.0014, 0.4794, 0.1647], [-6.3205, 1.8160, -0.1087], [-6.0879, 2.0640, -1.6127], [-5.4118, 0.9109, -2.2914], [-4.1113, 0.9288, -1.9186], [-7.4507, 2.3660, -2.2789], [-5.2973, 3.3820, -1.7898], [-4.9994, -1.5867, -2.4444], [-7.1355, -1.5226, -3.5172], [-8.1023, -0.9307, -2.1719], [-7.5193, 0.1503, -3.4412], [-5.2653, -0.7595, 0.0554], [-6.7526, -1.5988, -0.3186], [-8.0316, 0.4864, -0.2044], [-7.0655, 0.3156, 1.2443], [-6.9298, 2.6216, 0.3150], [-5.3670, 1.8427, 0.4315], [-7.3456, 2.4538, -3.3641], [-7.8590, 3.3129, -1.9144], [-8.2142, 1.6168, -2.0655], [-4.3436, 3.3768, -1.2578], [-5.8636, 4.2302, -1.3951], [-5.0968, 3.5829, -2.8471], [-4.7485, -1.4926, -3.5061], [-5.4792, -2.5629, -2.3065], [-4.0683, -1.6229, -1.8739]], "mulliken_charge": [-0.828, 0.011, -0.932, 0.632, -0.540, -0.524, 0.432, -0.491, 0.159, 0.227, -0.443, -0.203, 0.789, -0.266, -0.316, 0.578, -0.232, -0.281, 0.552, -0.218, -0.105, -0.282, 0.248, 0.310, 0.280, 0.222, 0.323, 0.293, 0.277, 0.322, -1.742, 2.176, -1.611, 0.080, -1.305, 1.917, 0.075, -0.345, -1.925, -1.837, -1.917, 0.497, 0.344, 0.314, 0.334, 0.380, 0.185, 0.082, 0.420, 0.252, 0.389, 0.437, 0.386, 0.327, 0.419, 0.448, 0.480, 0.463, 0.292, -1.687, 1.963, -1.444, -0.447, -1.193, 1.789, 0.215, -0.477, -1.946, -1.811, -1.963, 0.479, 0.329, 0.341, 0.383, 0.380, 0.268, 0.391, 0.377, 0.337, 0.390, 0.439, 0.398, 0.314, 0.430, 0.449, 0.472, 0.467, 0.346], "spin_multiplicity": 3, "e_lumo_ev": [0.2, -0.2]}



No. 2
{"formula": "C24H44BN5O3PRuSe", "method": "wB97M-V/def2-TZVPD", "elements": ["Ru", "C", "N", "C", "C", "O", "C", "O", "C", "C", "O", "N", "C", "C", "H", "H", "H", "H", "H", "H", "H", "H", "H", "H", "H", "H", "H", "H", "H", "H", "C", "C", "C", "P", "C", "C", "C", "C", "C", "C", "H", "H", "H", "H", "H", "H", "H", "H", "H", "H", "H", "H", "H", "H", "H", "H", "H", "H", "H", "H", "H", "Se", "N", "C", "C", "C", "C", "C", "C", "N", "H", "H", "H", "H", "B", "C", "N", "H", "H", "H"], "positions_angstrom": [[-0.5428, -0.0074, 0.0352], [-3.4701, 2.0975, -3.3906], [-3.9430, 1.0123, -2.5310], [-5.3893, 0.7730, -2.4954], [-3.1039, 0.3287, -1.7784], [-1.8747, 0.5560, -1.7465], [-3.6662, -0.7843, -0.8971], [-2.6212, -1.5034, -0.2693], [-2.2863, -2.7606, -0.8220], [-0.9441, -2.7060, -1.5505], [-0.2256, -1.6858, -1.4074], [-0.5543, -3.7341, -2.2739], [0.7306, -3.7155, -2.9705], [-1.2853, -4.9964, -2.3745], [-3.8842, 1.9608, -4.3877], [-2.3860, 2.0721, -3.4447], [-3.7989, 3.0590, -2.9962], [-5.8546, 1.3909, -3.2569], [-5.8093, 1.0488, -1.5281], [-5.6297, -0.2650, -2.7190], [-4.3009, -1.4504, -1.4844], [-4.2862, -0.3538, -0.1071], [-3.0747, -3.1062, -1.4922], [-2.2087, -3.4735, 0.0035], [1.1205, -2.7040, -2.9932], [0.5800, -4.0721, -3.9879], [1.4342, -4.3776, -2.4645], [-2.2453, -4.9508, -1.8735], [-0.6936, -5.7906, -1.9194], [-1.4471, -5.2358, -3.4243], [4.3483, -0.2816, -1.2750], [2.8432, -0.5606, -1.2516], [2.1213, 0.1883, -2.3747], [2.0335, -0.2493, 0.3747], [2.8309, 1.1714, 1.2303], [2.7836, 2.4771, 0.4437], [2.2322, 1.3450, 2.6261], [2.3097, -1.6800, 1.5230], [3.6933, -1.7087, 2.1790], [2.0119, -3.0308, 0.8744], [4.7456, -0.5400, -2.2571], [4.8955, -0.8612, -0.5364], [4.5627, 0.7744, -1.1073], [2.6800, -1.6328, -1.4027], [2.2053, 1.2692, -2.2627], [1.0611, -0.0759, -2.4275], [2.5724, -0.0736, -3.3329], [3.8785, 0.8665, 1.3293], [1.7564, 2.8141, 0.2964], [3.2665, 2.4068, -0.5289], [3.3008, 3.2505, 1.0124], [1.1849, 1.6475, 2.5723], [2.7734, 2.1324, 3.1517], [2.2885, 0.4443, 3.2373], [1.5698, -1.5076, 2.3103], [4.4835, -1.8885, 1.4527], [3.7184, -2.5331, 2.8924], [3.9261, -0.7988, 2.7305], [2.7696, -3.2863, 0.1309], [1.0341, -3.0617, 0.3982], [2.0381, -3.8035, 1.6424], [-0.4999, 3.1494, -1.3123], [-0.8569, 2.2388, 0.2185], [-0.8111, 3.1083, 1.2288], [-1.0883, 2.8420, 2.5967], [-0.9920, 3.8622, 3.4884], [-0.6267, 5.1940, 3.1050], [-0.3789, 5.5031, 1.8120], [-0.4742, 4.4638, 0.8339], [-0.2769, 4.6598, -0.4522], [-1.3875, 1.8573, 2.9222], [-1.2059, 3.6657, 4.5309], [-0.5687, 5.9548, 3.8707], [-0.1221, 6.5000, 1.4835], [-1.2082, -0.4532, 4.6406], [-1.0809, -0.5648, 3.1127], [-0.9870, -0.5771, 1.9460], [-0.3309, 0.3216, 4.9484], [-1.0482, -1.5561, 5.0922], [-2.3139, -0.0090, 4.8303]], "mulliken_charge": [1.289, -1.076, 0.073, -0.934, 0.741, -0.943, -1.039, -0.083, -1.623, 0.906, 0.553, 0.075, -0.940, -1.009, 0.427, 0.272, 0.348, 0.359, 0.356, 0.339, 0.525, 0.406, 0.577, 0.525, 0.134, 0.405, 0.355, 0.410, 0.340, 0.339, -1.539, 1.014, -1.326, 0.797, 0.501, -1.510, -1.529, 0.953, -1.619, -1.659, 0.491, 0.318, 0.298, 0.107, 0.275, 0.072, 0.523, 0.836, 0.127, 0.272, 0.547, -0.037, 0.594, 0.360, -0.031, 0.314, 0.470, 0.321, 0.349, 0.158, 0.542, 0.343, -0.323, 1.041, -0.984, -0.439, -0.725, -0.744, 0.679, -0.728, 0.376, 0.490, 0.432, 0.504, 0.377, 0.057, -1.238, -0.061, -0.086, -0.070], "charge": 2, "spin_multiplicity": 6, "de_lowest_kj_mol": 0.00, "e_lumo_ev": [-6.4, -7.9]}



No. 3
{"formula": "C24H44Br2N3O3S3", "method": "wB97M-V/def2-TZVPD", "elements": ["C", "C", "C", "C", "C", "C", "C", "C", "C", "C", "C", "S", "N", "C", "C", "C", "C", "C", "C", "N", "C", "S", "N", "C", "C", "C", "S", "O", "O", "O", "C", "Br", "C", "C", "Br", "H", "H", "H", "H", "H", "H", "H", "H", "H", "H", "H", "H", "H", "H", "H", "H", "H", "H", "H", "H", "H", "H", "H", "H", "H", "H", "H", "H", "H", "H", "H", "H", "H", "H", "H", "H", "H", "H", "H", "H", "H", "H", "H", "H"], "positions_angstrom": [[3.5754, -1.5729, 5.2027], [3.8137, -1.8721, 4.0638], [3.8096, -2.4750, 2.7204], [3.3736, -1.4477, 1.6225], [2.3939, -2.0355, 0.5880], [1.0838, -1.2500, 0.2268], [0.1296, -1.3615, 1.4415], [0.5024, -0.7874, 2.8553], [-1.3820, -0.9758, 1.2407], [-2.3170, -2.1915, 1.2240], [0.5114, -2.2032, -0.8948], [0.0907, -3.9126, -0.4089], [-0.6863, -1.6829, -1.5837], [-0.2020, -0.5634, -2.4036], [-1.4442, -0.0261, -3.1909], [-2.6962, 0.3084, -2.3598], [-3.7378, -0.8482, -2.2247], [-4.5617, -0.6481, -0.9387], [-5.7542, 0.3294, -1.1453], [-5.5517, 1.6743, -0.6211], [0.3950, 0.5271, -1.5240], [1.0822, 1.8013, -2.6988], [1.4077, 0.1636, -0.3816], [1.0598, 1.2268, 0.6296], [1.2270, 2.7289, 0.3544], [-0.0776, 3.4849, 0.0053], [-0.1885, 4.9211, 1.0854], [-0.2703, 4.4957, 2.4408], [0.9482, 5.7293, 0.8038], [-1.5297, 5.6757, 0.6611], [2.7492, 0.2259, -1.0206], [3.1046, -0.7606, -2.6564], [3.8675, 0.8337, -0.5961], [5.1744, 0.8329, -1.3563], [4.1014, 1.7703, 1.0475], [3.2920, -1.1571, 6.1418], [4.8481, -2.7693, 2.5309], [3.2279, -3.3992, 2.6946], [4.3029, -1.1984, 1.1030], [3.0380, -0.5590, 2.1479], [2.8985, -2.3908, -0.3134], [2.0359, -2.9517, 1.0612], [0.0913, -2.4163, 1.7175], [0.4672, 0.2998, 2.9219], [1.3912, -1.2338, 3.2988], [-0.3233, -1.1250, 3.4906], [-1.5172, -0.3437, 0.3586], [-1.7161, -0.3558, 2.0796], [-2.0845, -2.8914, 2.0306], [-2.3785, -2.6731, 0.2481], [-3.3260, -1.8251, 1.4424], [1.2613, -2.3734, -1.6761], [1.1114, -4.6729, -0.8567], [-0.9923, -2.4420, -2.1837], [0.4264, -0.9756, -3.1984], [-1.1693, 0.7667, -3.8848], [-1.7187, -0.8799, -3.8249], [-3.2209, 1.1075, -2.9007], [-2.4989, 0.7079, -1.3581], [-3.2341, -1.8151, -2.2636], [-4.3874, -0.7691, -3.1012], [-4.9130, -1.6395, -0.6295], [-3.9586, -0.2683, -0.1092], [-6.0047, 0.3569, -2.2101], [-6.6082, -0.0880, -0.6060], [-4.6028, 2.0024, -0.7198], [-5.8813, 1.7810, 0.3249], [-0.4697, 1.0357, -1.1008], [-0.0255, 2.4989, -3.0194], [0.0298, 1.1320, 0.9753], [1.6353, 1.0042, 1.5223], [1.5444, 3.1702, 1.3062], [2.0280, 3.0030, -0.3266], [-0.1267, 3.7597, -1.0488], [-0.9641, 2.8774, 0.2409], [-2.0568, 5.0730, 0.1142], [5.5801, -0.1794, -1.4208], [5.9257, 1.4409, -0.8548], [5.0416, 1.2610, -2.3522]], "mulliken_charge": [-0.033, -0.661, -0.736, -1.040, -2.008, 1.510, -0.466, -1.820, 0.078, -1.598, -1.517, -0.150, 0.100, 0.093, -2.191, 0.162, -0.928, -0.330, -0.984, -0.535, 0.866, -0.094, 1.623, -1.382, -2.033, -1.072, 1.477, -0.592, -0.617, -0.469, -0.027, 0.094, -0.048, -1.674, 0.007, 0.449, 0.461, 0.343, 0.385, 0.321, 0.855, 1.057, 1.276, 0.221, 0.173, 0.743, -0.817, 0.965, 0.299, 0.270, 0.476, 0.659, 0.255, 0.562, 0.089, 0.715, 0.620, 0.689, -0.398, 0.434, 0.468, 0.491, 0.091, 0.314, 0.391, 0.185, 0.268, -0.982, 0.247, 0.183, 1.304, 0.903, 0.352, 0.532, 0.460, 0.374, 0.383, 0.512, 0.420], "charge": 1, "e_lumo_ev": -3.0, "smiles": "C#CCCC[C@]1([C@@H](C)CC)[C@@H](S)N[C@@H](CCCCCN)[C@H](S)[N@+]1(CCCS(=O)(=O)O)/C(Br)=C(/C)Br"}